[1]
The following is a DFT calculation (ωB97M-V/def2-TZVPD) of a 3-piece molecular cluster, C14H20BrN4O8S2 overall in a non-equilibrium geometry.

## Properties
**Energy above the lowest of the compared OMol25 structures with the same formula, charge and spin**: 618.9 kJ/mol
**Lowest unoccupied orbital energy**: -0.200 Ha
**Total charge**: +1
**F_max**: 0.1385 Eh/bohr
**DFT total energy**: -4735.9660 Ha
**Orbital gap**: 5.09 eV
**Spin multiplicity**: 1

Atoms and positions in Å:
N  -3.19840  -5.09168  1.18349
H  2.23354  3.67853  6.60982
C  -1.53008  -0.71944  -6.60629
O  1.03013  4.81441  3.85613
C  -0.00186  -0.49006  0.55552
H  3.81956  4.35502  7.07320
C  0.31134  -2.02222  1.04676
H  0.49525  3.14946  2.07905
H  1.44651  -3.97168  0.29006
H  0.94253  0.45810  2.62133
O  2.81666  5.31438  5.52402
C  3.82551  3.22187  5.19945
H  1.20688  -1.94164  1.83205
C  -1.01138  1.56118  -1.17889
C  -0.74240  -0.03668  -0.83489
H  -1.10970  -0.83686  -1.60567
H  -1.53214  1.92488  -2.17668
C  -0.35273  -3.66898  -1.07642
O  -1.64868  0.26814  -4.47577
S  2.46660  4.92691  3.97878
H  4.86370  3.52182  5.02411
H  -0.61441  -2.39399  1.65828
H  3.79633  2.16887  5.49206
O  0.82124  0.52059  -4.71101
Br  -3.92210  -5.71071  2.84017
C  -2.46276  -0.39280  -5.44305
N  -3.02010  -4.50006  -0.94396
C  0.16359  2.33054  1.29639
H  -2.91482  -1.29002  -5.01188
C  0.82944  -3.03971  -0.12941
H  -0.77771  3.90782  -0.33305
O  3.26863  5.75388  3.10742
O  -0.66056  0.40527  -6.71462
N  -1.87241  -4.66276  1.17006
N  -3.92980  -5.03615  -0.02435
O  -0.73167  2.44881  -5.28064
C  -0.56644  2.77011  -0.11599
H  1.62636  -2.42461  -0.77115
H  -2.07134  -0.87993  -7.54174
H  -1.15422  -4.60303  1.93031
H  -3.25253  0.29896  -5.75337
C  0.44130  0.73591  1.59795
H  -0.91746  -1.59980  -6.38496
H  0.13503  -4.60569  -1.63312
H  -0.71774  -2.95420  -1.94455
S  -0.42540  1.03813  -5.22982
O  3.09527  3.42274  3.99049
C  3.15945  4.12597  6.23322
C  -1.65596  -4.24961  -0.26885

Atomic forces in eV per Å
-0.4 -0.1 -0.1
0.1 0.0 0.0
-0.1 -0.6 0.3
1.7 0.1 -0.2
-0.7 4.4 -0.6
-0.1 0.2 -0.3
0.8 0.9 0.3
-0.8 -1.9 -1.8
-1.5 2.1 -0.6
-1.0 0.5 -2.3
0.1 -0.2 -1.2
0.6 0.1 0.5
-2.0 -0.1 -1.7
1.7 -0.2 3.6
1.1 2.8 2.5
0.8 1.8 1.6
1.2 -1.2 2.3
0.4 -0.8 -0.3
0.9 0.1 -0.3
0.1 0.5 -0.2
-0.1 0.0 0.1
1.6 0.5 -1.2
-0.2 0.2 -0.2
-1.7 0.8 -0.5
0.4 0.5 -1.4
-0.5 0.0 -0.6
2.1 -0.7 4.4
-1.2 -3.0 -3.0
0.2 0.2 0.1
0.4 0.0 0.2
0.5 -2.7 0.4
-1.4 -1.0 1.1
-0.2 0.7 0.9
-1.1 1.2 -6.8
6.7 2.1 1.1
0.6 -1.9 0.1
0.8 -4.6 1.2
-2.1 -1.4 1.1
0.2 0.3 0.1
-1.4 -0.3 -0.5
0.1 -0.1 0.0
-1.8 1.1 -3.0
-0.1 0.0 0.0
-1.3 1.8 1.2
0.4 -1.4 2.1
0.7 0.5 -0.1
-0.7 0.7 0.1
-0.2 -0.6 0.2
-3.7 -1.2 1.2

Results of the Mulliken charge analysis, in e, for atoms 1 through 8: number 1, N, carries 0.1054; number 2, H, carries 0.2813; number 3, C, carries -0.3698; number 4, O, carries -0.5459; number 5, C, carries 0.5160; number 6, H, carries 0.3137; number 7, C, carries -0.3622; number 8, H, carries 0.2290

[2]
The following is a DFT calculation (ωB97M-V/def2-TZVPD) of a 7-piece molecular cluster, C14H20Cl8F2O9 overall in a non-equilibrium geometry.

## Properties
**Structure (SMILES)**: O=C1OC[C@@H](F)O1.O=C1OC[C@@H](F)O1.C[C@H]1COC(=O)O1.ClCCl.ClCCl.ClCCl.ClCCl
**Energy above the lowest of the compared OMol25 structures with the same formula, charge and spin**: 0.0 kJ/mol
**Lowest unoccupied orbital energy**: 0.001 Ha
**Total charge**: 0
**F_max**: 0.1143 Eh/bohr
**DFT total energy**: -5103.8885 Ha
**Orbital gap**: 10.82 eV
**Spin multiplicity**: 1

Atoms and positions in Å:
F  18.62050  -33.04636  1.00506
O  24.55816  -30.37905  -0.27267
C  27.00524  -28.92521  3.23879
H  18.23319  -29.58573  7.19968
H  18.97622  -34.01276  4.08190
H  19.36410  -27.04077  5.22521
H  17.70937  -30.63043  5.83782
C  24.85097  -29.63612  0.61869
O  20.63276  -27.93058  6.71821
C  25.58801  -28.93841  2.77002
Cl  19.90044  -27.12308  1.52469
C  20.21532  -27.70832  5.35896
H  24.33185  -27.20306  2.56011
Cl  19.55552  -31.50656  7.00722
O  22.45310  -34.04873  1.98725
C  18.98295  -33.95018  1.92251
H  18.15827  -34.65807  2.00555
H  20.73963  -34.31017  5.97393
H  25.72943  -27.08264  1.53600
O  20.22347  -34.64694  1.69014
O  20.71366  -33.09877  3.19619
C  20.12337  -28.84188  1.21301
H  27.00269  -28.21933  4.06935
H  23.07421  -30.80669  5.73722
H  21.84521  -31.98843  5.18231
H  21.63607  -35.78825  6.23767
H  21.17149  -29.13062  1.29161
C  22.70836  -31.38949  4.89188
C  21.22551  -33.90453  2.25460
H  19.90554  -28.64138  4.88829
H  27.72269  -28.64385  2.46794
H  18.72670  -32.40369  3.39069
C  21.55263  -27.15665  4.71547
C  18.05058  -30.60941  6.87283
C  19.29606  -33.32835  3.29617
C  20.66692  -35.31400  6.39242
C  21.93280  -28.16187  6.74445
O  22.43514  -27.89198  5.55043
C  25.01926  -27.79502  1.95583
O  25.66642  -29.97287  1.66373
H  24.88497  -29.28715  3.52647
O  24.43634  -28.37701  0.80594
O  22.53447  -28.59198  7.69871
Cl  19.09635  -29.87105  2.27634
Cl  19.30683  -36.16448  5.54579
Cl  24.06289  -32.50098  4.51168
H  19.79467  -29.06302  0.19755
H  21.78752  -27.37615  3.67396
Cl  16.81990  -31.14780  8.04497
Cl  22.40538  -30.37705  3.41422
F  21.68506  -25.86959  4.95139
Cl  20.34526  -35.26061  8.08794
H  27.35712  -29.90457  3.56306

Atomic forces in eV per Å
0.7 0.4 -0.8
0.1 1.0 0.4
0.2 0.8 0.7
0.3 -0.1 -0.4
0.6 0.0 0.1
0.3 0.3 0.7
-0.2 -0.2 0.3
0.7 -1.3 1.2
-2.1 0.3 -0.2
0.8 -2.1 -2.6
0.1 -0.1 0.1
0.6 0.5 -1.3
-0.5 -0.2 -0.4
0.2 -0.2 -0.1
-5.7 0.8 1.2
0.2 -1.4 2.4
0.3 -0.3 -0.3
-0.3 0.0 0.1
0.5 -0.1 0.5
-0.7 1.3 -0.9
-0.3 0.1 0.5
-0.3 -0.7 -0.5
0.7 0.0 0.2
-0.3 0.4 -0.4
0.0 0.3 -0.5
-0.4 -0.4 -0.2
-0.2 0.1 0.4
1.0 -0.3 -0.3
4.9 -1.4 -1.0
0.4 -0.3 0.1
-0.3 0.4 -0.1
0.5 0.2 0.1
-1.5 -2.8 1.3
-0.2 0.8 0.6
-0.7 0.4 -1.4
0.0 0.1 -0.8
0.6 -0.9 1.8
2.2 0.5 -1.4
0.7 1.1 0.2
-1.0 0.3 0.3
0.1 -0.1 -0.1
-1.5 0.3 -0.5
-0.6 0.6 -1.4
0.4 0.4 -0.2
0.8 0.2 0.1
-0.4 0.1 0.2
0.0 0.2 0.2
-0.2 -0.2 0.2
0.1 -0.3 -0.5
-0.2 -0.4 1.0
0.3 1.8 0.2
0.0 0.2 0.8
-0.5 0.0 0.3

Results of the Mulliken charge analysis, in e, for atoms 1 through 8: number 1, F, carries -0.2660; number 2, O, carries -0.5491; number 3, C, carries -1.6363; number 4, H, carries 0.1846; number 5, H, carries 0.0920; number 6, H, carries 0.3829; number 7, H, carries 0.2144; number 8, C, carries 0.7001

[3]
The following is a DFT calculation (ωB97M-V/def2-TZVPD) of one molecule with the formula C14H20ClNO3S.

## Properties
**Structure (SMILES)**: CCO[C@H]1CCCC[C@H]1NS(=O)(=O)c1ccc(Cl)cc1
**Energy above the lowest of the compared OMol25 structures with the same formula, charge and spin**: 18.3 kJ/mol
**Lowest unoccupied orbital energy**: 0.018 Ha
**Total charge**: 0
**F_max**: 0.0176 Eh/bohr
**DFT total energy**: -1684.3187 Ha
**Orbital gap**: 9.99 eV
**Spin multiplicity**: 1

Atoms and positions in Å:
H  -1.52931  0.78519  3.68741
H  -0.74743  1.97255  1.81343
H  -0.70232  -2.62211  -1.78550
H  -0.46833  -0.71603  0.42151
H  -2.10595  1.09516  1.11120
H  1.81857  -0.50807  0.73258
C  -0.16620  0.31975  0.60046
O  1.18412  -0.98187  -1.58064
S  0.28024  0.06265  -1.98360
H  3.26777  2.42620  -0.39537
H  -2.91506  -3.63561  -2.36287
C  -2.72169  -2.58862  -2.53540
H  1.20130  1.25837  3.10113
N  -0.22970  0.97941  -0.68678
Cl  -5.23142  -2.46978  -3.49985
O  1.90685  1.55464  0.77155
H  5.17981  0.98108  0.20200
H  0.10417  -1.55278  2.69536
C  -1.27641  -0.68689  -2.44405
C  -2.25367  0.11545  -3.00078
H  -4.25710  0.17365  -3.77048
C  3.08646  1.42304  0.00087
C  -3.70448  -1.78245  -3.09277
C  0.07435  -0.57605  3.18195
O  0.69886  0.97089  -3.00877
C  -1.49728  -2.02942  -2.20995
H  0.25604  1.86811  -0.65927
C  -3.48016  -0.43226  -3.33170
C  4.28835  0.96524  0.82259
C  -1.24565  0.13510  2.85839
H  4.14109  -0.04718  1.19114
C  -1.13024  0.97793  1.58359
H  -2.03514  -0.60896  2.74061
H  4.43383  1.62887  1.67186
C  1.26340  0.24580  2.70007
H  2.91704  0.73763  -0.83976
H  2.19818  -0.19344  3.05109
H  -2.03507  1.15617  -3.17571
H  0.15084  -0.74279  4.25745
C  1.28135  0.34144  1.16701

Atomic forces in eV per Å
-0.1 0.0 0.0
0.0 0.1 0.0
0.0 -0.1 0.1
0.0 0.0 0.2
0.0 0.1 0.0
0.0 0.1 0.1
0.0 -0.1 0.4
-0.3 -0.1 0.1
-0.4 0.2 0.1
0.0 -0.1 -0.1
0.0 -0.1 0.0
-0.1 0.1 -0.1
0.0 0.1 0.0
0.2 -0.3 -0.8
-0.2 -0.1 -0.1
-0.3 0.0 0.3
0.1 0.0 -0.1
0.0 -0.1 0.0
0.5 0.1 0.2
-0.1 0.0 -0.1
-0.1 0.0 0.0
0.4 0.0 -0.1
0.3 0.0 0.1
0.1 0.1 0.1
-0.2 0.2 0.0
0.1 0.0 0.0
0.2 0.1 -0.2
0.1 0.0 0.0
-0.4 0.1 -0.1
0.1 0.0 0.0
0.0 -0.1 0.1
0.0 -0.3 -0.2
-0.1 0.0 0.0
0.0 0.1 0.1
0.0 -0.1 -0.2
0.0 0.1 0.1
0.1 0.1 0.0
-0.1 0.2 -0.1
0.0 -0.1 0.0
0.0 -0.2 0.2

Results of the Mulliken charge analysis, in e, for atoms 1 through 8: number 1, H, carries 0.3730; number 2, H, carries 0.2853; number 3, H, carries 0.5003; number 4, H, carries 0.3905; number 5, H, carries 0.2828; number 6, H, carries 0.5492; number 7, C, carries 0.1663; number 8, O, carries -0.6610